{"formula": "C24H21N5O3PdS2", "method": "wB97M-V/def2-TZVPD", "spin_multiplicity": 5, "e_above_lowest_kcal_mol": 15.0, "total_charge": 2, "e_lumo_ev": [-6.7, -8.6], "gap_ev": [7.11, 5.28], "symbols": ["Pd", "C", "C", "N", "N", "C", "O", "C", "C", "C", "C", "C", "C", "C", "C", "C", "C", "C", "N", "H", "H", "H", "H", "H", "H", "H", "H", "H", "H", "H", "H", "O", "C", "C", "C", "C", "C", "C", "C", "O", "N", "N", "C", "S", "C", "C", "S", "H", "H", "H", "H", "H", "H", "H", "H", "H"], "xyz": [[-0.273, 0.101, -0.315], [-3.946, 2.020, 1.354], [-2.784, 1.158, 0.993], [-1.677, 1.607, 0.374], [-1.655, 2.812, -0.070], [-0.592, 2.998, -0.923], [-0.018, 2.026, -1.447], [-0.095, 4.400, -1.184], [1.081, 4.617, -1.997], [1.419, 5.920, -2.302], [0.700, 6.979, -1.830], [-0.330, 6.776, -0.904], [-0.769, 5.481, -0.647], [-2.803, -0.300, 1.271], [-3.704, -0.881, 2.182], [-3.656, -2.225, 2.308], [-2.818, -2.999, 1.540], [-1.958, -2.355, 0.677], [-1.926, -1.088, 0.554], [-5.003, 1.760, 1.228], [-3.757, 3.030, 1.074], [-3.828, 2.046, 2.504], [1.503, 3.747, -2.506], [2.158, 6.055, -3.063], [0.932, 8.057, -1.956], [-0.975, 7.660, -0.651], [-1.630, 5.410, -0.005], [-4.531, -0.335, 2.520], [-4.441, -2.731, 2.903], [-2.744, -4.047, 1.713], [-1.166, -2.901, 0.186], [0.515, -2.217, 3.700], [1.516, -3.040, 3.151], [1.937, -4.077, 3.939], [2.999, -4.822, 3.555], [3.687, -4.610, 2.308], [3.172, -3.706, 1.412], [2.037, -2.885, 1.847], [1.487, -1.897, 0.987], [0.641, -0.994, 1.375], [1.920, -1.973, -0.285], [1.148, -1.242, -1.030], [1.356, -1.292, -2.358], [2.785, -2.044, -2.970], [2.547, -1.463, -4.660], [1.033, -1.583, -4.871], [0.255, -0.661, -3.460], [0.215, -1.567, 3.009], [1.391, -4.236, 4.935], [3.275, -5.662, 4.220], [4.483, -5.293, 2.016], [3.544, -3.471, 0.390], [3.086, -2.009, -5.424], [2.831, -0.403, -4.694], [0.621, -2.583, -4.868], [0.807, -1.070, -5.803]], "mulliken_spin": [1.408, 0.008, 0.189, -0.009, 0.532, 0.003, 0.100, 0.014, 0.014, 0.000, 0.037, -0.020, 0.031, 0.073, 0.070, -0.029, 0.073, -0.004, 0.181, 0.006, 0.005, 0.026, 0.001, 0.000, 0.000, 0.000, -0.001, 0.008, 0.001, 0.002, 0.005, 0.032, 0.052, -0.022, 0.055, -0.003, 0.017, 0.067, 0.004, 0.166, 0.417, 0.198, 0.074, 0.091, 0.000, 0.002, 0.112, -0.004, 0.000, 0.001, 0.001, 0.004, 0.000, 0.004, 0.005, 0.000]}

{"formula": "C5H7NO", "method": "wB97M-V/def2-TZVPD", "e_above_lowest_kcal_mol": 62.0, "e_lumo_ev": 0.8, "gap_ev": 10.00, "symbols": ["C", "C", "C", "C", "N", "C", "O", "H", "H", "H", "H", "H", "H", "H"], "xyz": [[1.430, -0.437, -0.120], [0.139, -0.479, 0.213], [-0.494, -1.741, 0.755], [-0.597, 0.824, 0.155], [-0.820, 1.476, -1.144], [0.199, 2.005, -0.528], [1.102, 2.796, -0.646], [1.946, 0.510, -0.254], [2.014, -1.341, -0.252], [0.252, -2.541, 0.756], [-1.376, -2.095, 0.211], [-0.794, -1.598, 1.803], [-1.448, 0.917, 0.843], [-1.552, 1.703, -1.791]], "nbo_charge": [-0.368, -0.033, -0.641, -0.159, -0.625, 0.714, -0.569, 0.216, 0.195, 0.221, 0.214, 0.220, 0.200, 0.414]}

{"formula": "C13H16F6O8S", "method": "wB97M-V/def2-TZVPD", "e_lumo_ev": 0.5, "gap_ev": 10.34, "symbols": ["C", "C", "O", "S", "O", "O", "C", "C", "C", "O", "H", "H", "H", "H", "H", "H", "C", "C", "O", "C", "O", "C", "F", "F", "F", "H", "H", "H", "H", "H", "C", "C", "O", "C", "O", "C", "F", "F", "F", "H", "H", "H", "H", "H"], "xyz": [[6.309, 0.965, 1.961], [5.292, 0.350, 1.890], [4.195, -0.343, 1.826], [2.872, 0.645, 1.282], [2.526, 0.056, 0.018], [1.798, 0.121, 2.340], [0.518, -0.293, 1.833], [-0.213, 0.822, 1.063], [-1.283, 1.543, 1.761], [0.092, 2.117, 1.437], [7.205, 1.518, 2.031], [-0.051, -0.554, 2.715], [0.632, -1.154, 1.183], [-0.367, 0.642, 0.005], [-1.963, 2.171, 1.211], [-1.280, 1.574, 2.838], [-6.484, 4.849, 0.465], [-6.012, 4.206, 1.749], [-6.363, 2.804, 1.795], [-5.567, 1.982, 1.138], [-4.584, 2.259, 0.515], [-6.059, 0.529, 1.317], [-7.378, 0.439, 1.150], [-5.759, 0.109, 2.553], [-5.461, -0.269, 0.444], [-7.557, 4.703, 0.338], [-6.277, 5.919, 0.490], [-5.977, 4.421, -0.399], [-6.507, 4.642, 2.613], [-4.936, 4.310, 1.881], [3.833, -3.750, -0.912], [4.700, -2.933, -1.842], [4.896, -3.619, -3.099], [3.918, -3.513, -3.980], [2.890, -2.917, -3.865], [4.306, -4.268, -5.272], [4.821, -5.469, -4.997], [5.223, -3.561, -5.945], [3.243, -4.430, -6.048], [4.256, -4.745, -0.769], [3.752, -3.259, 0.057], [2.829, -3.869, -1.319], [5.697, -2.806, -1.428], [4.279, -1.945, -2.024]], "nbo_charge": [-0.364, 0.280, -0.665, 1.794, -0.913, -0.697, -0.103, 0.021, -0.134, -0.501, 0.241, 0.210, 0.210, 0.202, 0.221, 0.200, -0.639, -0.078, -0.474, 0.697, -0.556, 0.898, -0.305, -0.311, -0.299, 0.218, 0.225, 0.226, 0.199, 0.198, -0.639, -0.080, -0.478, 0.694, -0.542, 0.897, -0.309, -0.311, -0.300, 0.213, 0.227, 0.222, 0.198, 0.207]}

{"formula": "C8H8N4O4", "method": "wB97M-V/def2-TZVPD", "e_above_lowest_kcal_mol": 95.6, "e_lumo_ev": 0.3, "gap_ev": 9.72, "symbols": ["O", "C", "C", "C", "N", "C", "O", "N", "H", "H", "H", "H", "O", "C", "C", "C", "N", "C", "O", "N", "H", "H", "H", "H"], "xyz": [[-2.092, -1.025, -1.697], [-2.102, 0.227, -1.269], [-1.607, 1.411, -1.782], [-1.167, 2.354, -1.006], [-1.396, 2.513, 0.202], [-1.911, 1.453, 0.929], [-2.115, 1.609, 2.109], [-2.545, 0.505, 0.095], [-1.236, 1.463, -2.836], [-0.567, 3.031, -1.543], [-1.260, 3.169, 1.004], [-3.012, -0.165, 0.607], [2.732, 0.826, 1.322], [2.360, -0.245, 0.839], [2.846, -0.683, -0.464], [2.187, -1.856, -0.791], [1.192, -2.417, -0.022], [0.753, -1.995, 1.247], [-0.045, -2.713, 1.879], [1.416, -1.011, 1.675], [3.204, 0.015, -1.146], [2.489, -2.444, -1.612], [0.838, -3.401, -0.324], [1.035, -0.620, 2.583]], "nbo_charge": [-0.605, 0.633, -0.426, 0.108, -0.585, 0.771, -0.600, -0.637, 0.239, 0.221, 0.461, 0.421, -0.593, 0.629, -0.422, 0.128, -0.603, 0.765, -0.636, -0.621, 0.252, 0.210, 0.442, 0.450]}

{"formula": "C7H22N3O5OsPSSe2Te2", "method": "wB97M-V/def2-TZVPD", "e_above_lowest_kcal_mol": 5.4, "e_lumo_ev": [-1.5, -1.5], "gap_ev": [5.64, 5.71], "symbols": ["Os", "Se", "Te", "Te", "Se", "C", "C", "C", "C", "N", "H", "H", "H", "H", "H", "H", "H", "H", "H", "N", "C", "P", "O", "O", "C", "N", "H", "H", "H", "H", "H", "H", "H", "H", "H", "H", "C", "S", "O", "O", "O", "H", "H", "H"], "xyz": [[1.357, -0.469, -0.466], [3.583, -1.088, 0.160], [4.656, -2.958, -1.187], [2.346, -3.991, -2.042], [1.258, -1.726, -2.423], [0.756, -2.693, 1.813], [-0.525, -2.073, 1.270], [-1.317, -3.110, 0.472], [-1.362, -1.536, 2.433], [-0.258, -0.927, 0.376], [0.497, -3.393, 2.609], [1.422, -1.935, 2.226], [1.301, -3.234, 1.039], [-1.450, -4.017, 1.063], [-0.781, -3.370, -0.442], [-2.302, -2.728, 0.198], [-1.700, -2.354, 3.071], [-2.248, -1.012, 2.066], [-0.772, -0.850, 3.045], [-0.764, 2.296, 1.068], [-1.518, 2.797, -0.122], [-1.142, 1.848, -1.676], [-1.109, 2.822, -2.781], [0.117, 1.048, -1.361], [-2.564, 0.693, -1.860], [-2.143, -0.706, -1.923], [0.200, 2.768, 1.054], [-0.609, 1.284, 1.033], [-1.223, 2.537, 1.943], [-1.219, 3.829, -0.291], [-2.587, 2.772, 0.083], [-3.110, 1.057, -2.737], [-3.222, 0.809, -0.995], [-1.065, -0.764, -0.250], [-1.432, -0.844, -2.635], [-2.922, -1.305, -2.170], [2.936, 2.683, -1.099], [2.586, 2.487, 0.618], [1.561, 3.476, 0.978], [3.806, 2.555, 1.354], [1.917, 1.136, 0.757], [3.411, 3.656, -1.207], [2.011, 2.635, -1.669], [3.624, 1.894, -1.395]], "nbo_charge": [0.875, -0.281, 0.093, 0.067, -0.127, -0.629, 0.084, -0.617, -0.607, -0.682, 0.216, 0.226, 0.232, 0.219, 0.224, 0.207, 0.221, 0.198, 0.211, -0.722, -0.617, 2.178, -1.092, -1.173, -0.611, -0.851, 0.478, 0.443, 0.413, 0.255, 0.222, 0.225, 0.199, 0.416, 0.382, 0.372, -0.910, 2.429, -1.004, -0.926, -1.018, 0.256, 0.267, 0.258]}

{"formula": "C29H26BrN7O2S2V", "method": "wB97M-V/def2-TZVPD", "spin_multiplicity": 4, "e_lumo_ev": [0.1, 0.1], "gap_ev": [6.41, 7.45], "symbols": ["V", "N", "N", "C", "N", "S", "H", "H", "H", "H", "H", "C", "O", "C", "C", "C", "Br", "C", "C", "C", "O", "C", "N", "C", "C", "C", "C", "C", "C", "N", "H", "H", "H", "H", "H", "H", "H", "H", "H", "H", "H", "S", "C", "N", "N", "C", "C", "C", "C", "C", "C", "C", "C", "C", "C", "C", "C", "C", "H", "H", "H", "H", "H", "H", "H", "H", "H", "H"], "xyz": [[-0.065, -0.104, 0.363], [-1.395, -0.885, 2.973], [-2.718, -0.480, 2.795], [-3.043, 0.615, 2.072], [-4.333, 1.036, 2.227], [-2.032, 1.440, 1.019], [-1.282, -1.865, 2.716], [-1.087, -0.687, 3.924], [-3.423, -0.871, 3.418], [-5.030, 0.398, 2.575], [-4.651, 1.721, 1.561], [2.212, -1.016, 2.733], [1.756, 0.157, 2.070], [2.739, 0.983, 1.578], [4.074, 0.914, 1.912], [4.967, 1.815, 1.325], [6.792, 1.719, 1.794], [4.550, 2.751, 0.409], [3.195, 2.819, 0.056], [2.291, 1.951, 0.655], [0.974, 1.944, 0.372], [2.694, 3.735, -0.972], [1.427, 3.786, -1.329], [1.367, 4.742, -2.330], [0.280, 5.199, -3.069], [0.514, 6.176, -4.010], [1.801, 6.695, -4.224], [2.890, 6.249, -3.504], [2.645, 5.263, -2.558], [3.478, 4.603, -1.674], [2.704, -0.755, 3.672], [2.896, -1.567, 2.084], [1.334, -1.625, 2.918], [4.436, 0.178, 2.611], [5.278, 3.407, -0.041], [0.811, 2.618, -0.342], [-0.705, 4.790, -2.909], [-0.306, 6.551, -4.603], [1.940, 7.462, -4.969], [3.880, 6.644, -3.678], [4.473, 4.707, -1.587], [3.891, -0.743, -2.278], [2.530, -0.650, -1.376], [1.560, -0.590, -0.727], [-1.052, -1.573, 0.094], [-1.684, -2.651, -0.053], [-1.276, -3.829, 0.758], [-2.200, -4.652, 1.395], [-1.773, -5.702, 2.194], [-0.418, -5.949, 2.351], [0.510, -5.139, 1.709], [0.085, -4.083, 0.922], [-2.842, -2.764, -0.984], [-3.246, -3.984, -1.511], [-4.319, -4.055, -2.385], [-5.006, -2.907, -2.742], [-4.602, -1.680, -2.228], [-3.530, -1.609, -1.361], [-3.258, -4.465, 1.263], [-2.501, -6.330, 2.687], [-0.086, -6.775, 2.964], [1.567, -5.337, 1.811], [0.797, -3.449, 0.410], [-2.706, -4.887, -1.254], [-4.611, -5.012, -2.793], [-5.844, -2.965, -3.418], [-5.120, -0.775, -2.510], [-3.196, -0.656, -0.970]], "mulliken_spin": [2.601, 0.025, 0.000, 0.019, 0.005, -0.003, -0.010, 0.000, 0.001, 0.000, 0.000, 0.024, 0.002, -0.030, 0.003, 0.001, 0.000, 0.001, -0.005, 0.009, 0.013, -0.002, -0.005, -0.001, 0.000, 0.000, 0.000, 0.000, 0.000, 0.000, 0.003, -0.003, -0.013, 0.000, 0.000, -0.007, 0.000, 0.000, 0.000, 0.000, 0.000, 0.039, 0.139, -0.053, -0.075, 0.096, 0.071, 0.014, -0.010, 0.018, -0.003, 0.028, 0.032, 0.026, -0.016, 0.029, -0.011, 0.032, -0.001, 0.000, 0.002, 0.000, -0.003, 0.003, -0.001, 0.002, 0.000, 0.018]}

Number 1: energy -63952.97257 eV. Number 2: energy -8833.51240 eV. Number 3: energy -57256.11083 eV. Number 4: energy -22574.78403 eV. Number 5: energy -190197.23608 eV. Number 6: energy -162422.83176 eV.